# 1
An isolated molecule of C4H9NO. Source: the OMol25 dataset; level of theory: ωB97M-V/def2-TZVPD.

SMILES: CC/N=C\OC
Relative energy (zero: lowest compared OMol25 entry of this formula, charge and spin) (eV): 2.210
Total energy (Eh): -287.751232
Charge: 0
Multiplicity: 1

Geometry (Å):
C (2.14225, 0.32313, 0.14744)
C (0.74671, 0.90299, -0.01273)
N (0.01381, 0.61196, 1.26375)
C (-0.75566, -0.37843, 1.15402)
O (-0.80620, -1.05940, -0.02270)
C (-1.90235, -0.71124, -0.83987)
H (2.08317, -0.77293, 0.17681)
H (2.82190, 0.60021, -0.66526)
H (2.53574, 0.67008, 1.10234)
H (0.34200, 0.52370, -0.97097)
H (0.71048, 1.98677, -0.08570)
H (-1.40762, -0.79388, 1.93320)
H (-2.69067, -1.43685, -0.64357)
H (-1.56236, -0.77595, -1.87636)
H (-2.27120, 0.30982, -0.66040)

Forces on atoms 1 to 6 (eV/Å):
C 0.132 0.073 0.109
C 0.096 0.314 0.222
N -0.301 -0.373 -0.790
C 0.233 0.187 -0.135
O -0.145 -0.747 0.059
C -0.372 -0.154 -0.266

=====

# 2
A cluster of 2 separate species, C4H9NO in total. Source: the OMol25 dataset; level of theory: ωB97M-V/def2-TZVPD.

SMILES: C=CC.NC=O
Relative energy (zero: lowest compared OMol25 entry of this formula, charge and spin) (eV): 1.439
Total energy (Eh): -287.779575
Charge: 0
Multiplicity: 1

Geometry (Å):
C (-2.67689, -0.04589, 0.33873)
C (-1.64272, 0.62725, 0.80595)
C (-1.57777, 2.10254, 1.08323)
H (-2.67760, -1.11195, 0.09314)
H (-3.68879, 0.35098, 0.19855)
H (-0.68480, 0.11413, 0.92312)
H (-1.19417, 2.31293, 2.07817)
H (-0.93626, 2.56560, 0.33362)
H (-2.54876, 2.56944, 0.90322)
N (3.55130, -1.25542, -1.25868)
C (2.32462, -1.80092, -1.07127)
O (1.96795, -2.83682, -1.57920)
H (4.19418, -1.78672, -1.82194)
H (3.93659, -0.58576, -0.60761)
H (1.65311, -1.21938, -0.41904)

Forces on atoms 1 to 6 (eV/Å):
C -1.126 -0.719 -0.124
C 0.587 0.131 -0.149
C -0.525 -0.213 -0.642
H 0.545 0.299 0.195
H 0.503 0.448 0.098
H -0.244 -0.078 0.012

=====

# 3
An isolated molecule of C4H9NO. Source: the OMol25 dataset; level of theory: ωB97M-V/def2-TZVPD.

SMILES: C[C@@H](O)[C@H]1CN1
Relative energy (zero: lowest compared OMol25 entry of this formula, charge and spin) (eV): 1.990
Total energy (Eh): -287.759320
Charge: 0
Multiplicity: 1

Geometry (Å):
C (-1.91735, -0.06998, -0.17354)
C (-0.60424, 0.68049, -0.03895)
O (-0.36254, 1.10743, 1.28266)
C (0.53411, -0.19717, -0.47623)
C (1.91211, 0.09922, -0.07789)
N (1.17490, -1.00685, 0.55025)
H (-2.73331, 0.53598, 0.22109)
H (-2.13012, -0.31880, -1.22097)
H (-1.85982, -1.00484, 0.39587)
H (-0.61728, 1.58598, -0.66347)
H (0.00930, 0.32429, 1.72507)
H (0.42894, -0.67879, -1.45130)
H (2.13986, 0.91245, 0.61472)
H (2.54427, -0.04158, -0.93195)
H (1.43833, -1.92826, 0.21954)

Forces on atoms 1 to 6 (eV/Å):
C -0.168 -0.032 0.062
C -0.173 -0.027 -0.165
O -0.104 -0.145 0.261
C -0.287 0.036 -0.334
C -0.089 0.380 0.045
N 0.156 -0.118 -0.043

=====

# 4
An isolated molecule of C4H9NO. Source: the OMol25 dataset; level of theory: ωB97M-V/def2-TZVPD.

SMILES: C[C@H]1N[C@H]1CO
Relative energy (zero: lowest compared OMol25 entry of this formula, charge and spin) (eV): 2.059
Total energy (Eh): -287.756777
Charge: 0
Multiplicity: 1

Geometry (Å):
C (1.31994, -0.33980, -1.52114)
C (0.11649, 0.42538, -1.02526)
N (-1.07627, -0.33333, -0.65571)
C (-0.43501, 0.51425, 0.35301)
C (-0.01541, -0.15585, 1.63751)
O (-1.10338, -0.07879, 2.54731)
H (2.23000, 0.26771, -1.45968)
H (1.47357, -1.27119, -0.97059)
H (1.16513, -0.59518, -2.57697)
H (-0.06286, 1.33442, -1.60420)
H (-1.91859, 0.09154, -1.02967)
H (-0.93494, 1.45247, 0.60279)
H (0.80842, 0.38137, 2.11807)
H (0.29209, -1.19672, 1.47199)
H (-1.85918, -0.49629, 2.11253)

Forces on atoms 1 to 6 (eV/Å):
C 0.013 -0.042 0.097
C 0.160 0.116 -0.119
N -0.313 0.017 -0.114
C 0.017 0.181 0.220
C 0.311 0.028 -0.193
O -0.169 -0.258 -0.005

=====

> multiplicity of number 4 (C4H9NO)?

1